Entry from the Open Molecules 2025 dataset: 11 unconnected molecules or ions with the total composition C44H67F21O26 (ωB97M-V/def2-TZVPD).

Each line ends with the Mulliken charge.
Atoms and positions in Å:
C -0.0094 -1.8379 1.6226  -1.0797
C 0.6272 -1.1992 0.3846  -0.2490
O -0.4184 -0.4327 -0.2509  -0.1701
C -0.1463 0.5379 -1.0714  0.6277
O 0.9725 0.8116 -1.5199  -0.5902
O -1.2962 1.2677 -1.2944  -0.2217
C -1.2080 2.4847 -1.9989  -0.6637
H -0.8533 -2.4750 1.3579  0.2673
H -0.3938 -0.9917 2.1920  0.2238
H 0.6898 -2.3484 2.2849  0.4124
H 1.1314 -1.9008 -0.2800  0.3506
H 1.3142 -0.4434 0.7651  0.2971
H -0.3382 3.0322 -1.6360  0.3032
H -2.0651 3.1229 -1.7841  0.2150
H -1.2058 2.2361 -3.0602  0.2773
C -6.5026 -8.3461 10.1969  -1.1524
C -5.4068 -8.7024 9.1967  -0.2309
O -5.0417 -7.4879 8.5627  -0.2522
C -3.9266 -7.4576 7.8277  0.6800
O -3.2029 -8.3827 7.5906  -0.5338
O -3.8871 -6.1942 7.3039  -0.2760
C -2.7131 -5.8248 6.5384  -0.6294
H -6.7457 -9.1973 10.8329  0.3673
H -7.4324 -8.0340 9.7213  0.3034
H -6.1136 -7.4845 10.7395  0.2985
H -5.6930 -9.4159 8.4240  0.3161
H -4.5180 -9.0435 9.7274  0.3050
H -1.8039 -5.8293 7.1395  0.2837
H -2.7987 -4.8440 6.0705  0.2390
H -2.5727 -6.5325 5.7213  0.2821
C -6.7297 -0.7911 6.0700  -1.0733
C -5.8328 0.0921 5.1673  -0.2096
O -6.1684 -0.0442 3.7273  -0.3049
C -5.5871 -0.9585 3.0144  0.7842
O -4.5721 -1.6337 3.3798  -0.6482
O -6.1646 -0.9773 1.8256  -0.2869
C -5.5993 -1.7498 0.7444  -0.6738
H -6.6086 -1.8620 5.9072  0.2939
H -7.7744 -0.5229 5.9123  0.2828
H -6.5843 -0.6474 7.1407  0.3854
H -4.7528 -0.0097 5.2743  0.3274
H -5.9786 1.1060 5.5401  0.2597
H -4.6837 -1.2371 0.4496  0.2810
H -6.2160 -1.7706 -0.1541  0.2766
H -5.2080 -2.7531 0.9127  0.3049
C 11.9063 3.9684 -3.0329  -1.1548
C 10.4637 4.4381 -3.4503  -0.2012
O 9.5838 3.7671 -2.5147  -0.2642
C 8.3077 3.8011 -2.7383  0.7074
O 7.7068 4.4926 -3.5094  -0.5694
O 7.7339 2.9334 -1.8403  -0.2629
C 6.3932 2.5186 -2.0039  -0.6700
H 12.2792 4.2742 -2.0553  0.3024
H 12.6714 4.2784 -3.7446  0.3799
H 11.9365 2.8801 -3.0850  0.3100
H 10.2095 4.1889 -4.4805  0.3330
H 10.3721 5.5137 -3.2991  0.2558
H 6.3137 1.9374 -2.9225  0.3055
H 5.6868 3.2987 -2.2877  0.2741
H 5.9958 1.9098 -1.1918  0.2565
C 3.3261 7.9332 -2.8113  -1.0941
C 3.7540 9.3839 -2.3739  -0.2337
O 5.1772 9.5300 -2.6661  -0.2660
C 5.9754 10.1257 -1.7703  0.4030
O 5.5461 10.7256 -0.8032  -0.5379
C 7.4850 10.0746 -2.0693  0.8503
F 7.7730 9.3779 -3.2014  -0.2265
F 7.9162 11.3292 -2.1726  -0.2339
F 8.1500 9.5080 -1.0298  -0.2471
H 3.6248 7.6338 -3.8159  0.3136
H 2.2379 7.8915 -2.7643  0.3582
H 3.8115 7.1962 -2.1715  0.2989
H 3.6671 9.3993 -1.2875  0.3092
H 3.1396 10.1517 -2.8441  0.3048
C -3.3686 -7.0789 0.3245  -0.9931
C -2.1403 -7.0790 -0.5763  -0.2746
O -1.8775 -5.8739 -1.4181  -0.2482
C -2.6092 -5.3936 -2.4930  0.3007
O -3.6363 -5.9230 -2.8567  -0.5316
C -1.9438 -4.1744 -3.2177  0.8685
F -1.9046 -4.5497 -4.4751  -0.2437
F -2.7029 -3.1001 -3.0240  -0.2199
F -0.6934 -3.9441 -2.7957  -0.2004
H -3.3820 -6.2202 0.9958  0.2799
H -3.3501 -8.0723 0.7727  0.3629
H -4.2902 -7.0537 -0.2570  0.2995
H -2.0887 -7.8978 -1.2939  0.3250
H -1.2676 -7.1366 0.0743  0.2722
C 5.9331 1.9195 5.8568  -1.1742
C 6.5701 2.2862 4.5148  -0.1408
O 7.3296 1.2425 3.9097  -0.3023
C 6.7234 0.2752 3.1561  0.4048
O 5.4796 0.2275 2.9453  -0.5363
C 7.6798 -0.8046 2.6126  0.7947
F 6.9600 -1.9704 2.7168  -0.2321
F 7.8853 -0.5424 1.2901  -0.2098
F 8.8706 -0.9259 3.2611  -0.2227
H 5.2007 1.1184 5.7569  0.2944
H 5.4142 2.7294 6.3694  0.3832
H 6.6543 1.5637 6.5925  0.3223
H 7.1269 3.1993 4.7253  0.3432
H 5.7480 2.5025 3.8326  0.2758
C -2.7600 -0.1691 -11.4316  -0.9972
C -3.8369 -0.7778 -10.4682  -0.2618
O -4.3235 0.1578 -9.5467  -0.2606
C -3.6585 0.4663 -8.4703  0.3631
O -2.7087 -0.0753 -7.9247  -0.5607
C -4.2855 1.6828 -7.8213  0.8933
F -5.2558 2.1869 -8.5809  -0.2577
F -4.7642 1.3350 -6.6624  -0.2338
F -3.3789 2.6599 -7.7230  -0.2615
H -3.2790 0.4913 -12.1262  0.2859
H -2.3242 -1.0078 -11.9744  0.3523
H -1.9865 0.3769 -10.8913  0.3173
H -3.4450 -1.7206 -10.0866  0.3402
H -4.7031 -1.0148 -11.0861  0.2810
C -6.3796 4.0682 0.6792  -1.1664
C -7.8961 3.8858 0.5591  -0.1795
O -8.0510 3.3410 -0.7920  -0.2169
C -9.0866 2.6449 -1.1386  0.3652
O -10.1036 2.4764 -0.4244  -0.5698
C -8.9527 2.0375 -2.5619  0.8813
F -8.2066 2.8173 -3.2897  -0.2421
F -8.3022 0.8802 -2.6033  -0.2388
F -10.1650 1.9358 -3.0976  -0.2356
H -6.0577 4.6909 -0.1555  0.3387
H -5.7773 3.1606 0.6402  0.2901
H -6.0875 4.6443 1.5573  0.4030
H -8.3861 4.8469 0.7147  0.2731
H -8.1709 3.1128 1.2767  0.2999
C 3.2008 -5.3718 -6.7692  -1.2737
C 2.9165 -5.5854 -5.2903  0.0251
O 3.9959 -5.0240 -4.6001  -0.1993
C 3.9893 -4.9514 -3.2587  0.3693
O 3.0280 -5.2724 -2.5153  -0.5853
C 5.2643 -4.2797 -2.6821  0.8734
F 4.8765 -3.1957 -2.0787  -0.2153
F 5.7547 -5.1274 -1.7704  -0.2431
F 6.1964 -4.0181 -3.6322  -0.2405
H 4.1189 -5.7946 -7.1773  0.3389
H 3.2588 -4.3248 -7.0668  0.3175
H 2.3529 -5.8404 -7.2688  0.3803
H 2.7726 -6.6367 -5.0413  0.2999
H 1.9874 -5.0587 -5.0727  0.1555
C 0.5026 3.5685 2.9030  -0.9960
C -0.3773 3.2244 4.0485  -0.3613
O 0.2050 2.0825 4.7683  -0.1620
C -0.3003 1.8014 6.0124  0.3059
O -1.0437 2.5075 6.5977  -0.5084
C 0.3446 0.5840 6.6356  0.8727
F 1.0266 -0.0923 5.7018  -0.2181
F 1.1108 0.9509 7.6281  -0.2435
F -0.5374 -0.2583 7.1459  -0.2611
H 0.1038 4.2734 2.1735  0.3716
H 0.7174 2.5651 2.5356  0.2191
H 1.3635 4.0552 3.3614  0.2742
H -1.3993 2.9850 3.7546  0.3106
H -0.5434 3.9874 4.8089  0.3936

Properties
E: -157014.9293 eV
energy above the lowest of the compared OMol25 structures with the same formula, charge and spin: 0.0 kcal/mol
SMILES: CCOC(=O)C(F)(F)F.CCOC(=O)C(F)(F)F.CCOC(=O)C(F)(F)F.CCOC(=O)C(F)(F)F.CCOC(=O)C(F)(F)F.CCOC(=O)C(F)(F)F.CCOC(=O)C(F)(F)F.CCOC(=O)OC.CCOC(=O)OC.CCOC(=O)OC.CCOC(=O)OC
frontier orbital gap: 10.67 eV

Entry from the Open Molecules 2025 dataset: a molecular structure, C44H67InN8O4P (ωB97M-V/def2-TZVPD).

Each line ends with the Mulliken charge.
Atoms and positions in Å:
In -1.2629 1.0680 1.1970  2.1234
O -2.5551 0.0575 -0.0682  -0.7622
C -2.8362 -1.2436 -0.2055  0.7949
C -3.7840 -1.5877 -1.1788  -0.9281
C -4.1463 -2.9022 -1.3972  -0.6337
C -3.5694 -3.9295 -0.6522  -1.0839
C -2.6296 -3.6071 0.3010  -0.7181
C -2.2395 -2.2808 0.5426  1.1951
C -1.2249 -2.0852 1.5533  -1.1467
N -0.7243 -0.9593 1.9017  0.8563
N 0.2448 -0.9984 2.8801  -1.1379
C 0.7408 0.1919 3.0983  0.2042
O 0.3663 1.2760 2.4965  -0.5666
C 1.8048 0.3267 4.1190  0.5265
C 2.5167 -0.7858 4.5597  -0.4478
C 3.5090 -0.6354 5.5138  -0.7960
C 3.7857 0.6214 6.0381  -0.4303
C 3.0683 1.7287 5.6076  -0.8967
C 2.0807 1.5853 4.6454  -0.0718
H -4.2521 -0.7848 -1.7350  0.3844
H -4.8953 -3.1295 -2.1452  0.4689
H -3.8575 -4.9590 -0.8144  0.4767
H -2.1676 -4.3909 0.8908  0.4528
H -0.8517 -2.9682 2.0703  0.5386
H 2.2835 -1.7592 4.1495  0.5059
H 4.0669 -1.4982 5.8536  0.4103
H 4.5582 0.7356 6.7874  0.3958
H 3.2754 2.7053 6.0254  0.4355
H 1.5022 2.4376 4.3127  0.2520
N 0.7642 2.9149 -1.8588  -0.6066
C 0.1338 3.3413 -3.1230  0.0986
C -1.2074 4.0257 -2.8528  -1.8172
C -2.3548 3.1074 -2.4245  0.1285
N -2.2422 2.6740 -1.0154  0.1871
C -2.4539 1.8940 -3.3520  -1.4598
C -1.1316 1.1689 -3.5491  0.3942
N -0.6965 0.5725 -2.2537  1.1825
C -0.0460 2.1256 -4.0414  -1.2994
H 0.7055 3.6507 -1.1651  -0.0137
H 1.7515 2.7231 -1.9976  0.2921
H -0.2387 1.3527 -1.7309  0.0268
H 0.7708 4.0636 -3.6431  0.5423
H -1.5132 4.5197 -3.7788  0.5526
H -1.0745 4.8230 -2.1150  0.4143
H -3.2802 3.6795 -2.5540  0.6417
H -3.1005 2.1907 -0.7622  0.1312
H -2.1955 3.4774 -0.3956  -0.4429
H -2.7991 2.2298 -4.3326  0.5852
H -3.2099 1.1976 -2.9763  0.2904
H -1.2597 0.3508 -4.2593  0.4138
H 0.0257 -0.1840 -2.2914  0.2881
H -1.4869 0.2378 -1.6913  -0.4078
H -0.3278 2.4714 -5.0381  0.5973
H 0.9052 1.5951 -4.1508  0.3570
O 0.9848 -1.2433 -1.4655  -0.6387
P 1.7574 -2.4663 -1.8559  -1.7691
N 2.6772 -3.0338 -0.6331  0.6293
C 3.8562 -3.9107 -0.7632  -0.4832
C 3.7768 -4.8000 0.4734  -0.7988
C 3.1679 -3.8661 1.5173  -0.7070
C 2.1043 -3.1133 0.7240  0.0890
N 0.6889 -3.5959 -2.3773  0.9781
C -0.6247 -3.2586 -2.9532  1.3877
C -1.1108 -4.5836 -3.5459  -0.6942
C -0.3842 -5.6402 -2.7150  -0.7794
C 0.9959 -5.0195 -2.5255  -0.2092
N 2.8545 -2.2728 -3.0829  0.2242
C 3.9329 -1.2862 -2.9536  -0.5307
C 4.6991 -1.4328 -4.2704  -0.6460
C 3.6531 -1.9579 -5.2796  -0.6918
C 2.3693 -2.1493 -4.4605  -0.0914
H 4.7737 -3.3144 -0.7422  0.4601
H 3.8419 -4.4650 -1.7005  0.3094
H 4.7475 -5.2015 0.7590  0.4223
H 3.1040 -5.6415 0.2875  0.2683
H 3.9231 -3.1664 1.8822  0.3638
H 2.7482 -4.3874 2.3763  0.4113
H 1.8975 -2.1237 1.1234  -0.0444
H 1.1638 -3.6777 0.7068  -0.0013
H -0.5394 -2.4865 -3.7251  0.0358
H -1.2988 -2.8888 -2.1780  -1.3270
H -0.8048 -4.6636 -4.5915  0.3587
H -2.1949 -4.6732 -3.5055  0.4178
H -0.3444 -6.6153 -3.1970  0.4243
H -0.8705 -5.7544 -1.7429  0.2954
H 1.6337 -5.2085 -3.3984  0.2507
H 1.5137 -5.3956 -1.6418  -0.0254
H 4.5395 -1.4857 -2.0726  0.4242
H 3.5164 -0.2741 -2.8548  0.0919
H 5.5070 -2.1535 -4.1529  0.2600
H 5.1454 -0.4892 -4.5797  0.3762
H 3.9742 -2.9083 -5.7028  0.2401
H 3.4913 -1.2714 -6.1091  0.3917
H 1.7994 -3.0309 -4.7509  0.2753
H 1.7153 -1.2697 -4.5693  -0.2138
C -0.8211 5.7083 1.0435  -1.3537
C 0.0064 5.0361 2.1414  0.5411
C 1.0695 4.1159 1.5494  -0.6322
C -0.8601 4.3932 3.2103  0.6497
C -0.7402 4.8708 4.5097  -1.0805
C -1.5458 4.4049 5.5355  -1.3542
C -2.5246 3.4754 5.2430  -0.9976
C -2.6878 2.9649 3.9572  0.6829
C -3.8248 1.9761 3.7440  0.2594
C -4.6254 2.1404 2.4480  -1.3217
C -3.3729 0.5289 3.9424  -1.7427
C -1.8125 3.3918 2.9479  0.5106
O -1.9450 2.9007 1.6747  -0.3623
H -0.1792 6.3081 0.3930  0.4744
H -1.5823 6.3639 1.4672  0.4285
H -1.3318 4.9633 0.4324  0.0064
H 0.5500 5.8349 2.6540  0.6935
H 0.6178 3.2899 1.0008  -0.6571
H 1.7022 3.6771 2.3194  0.1774
H 1.7083 4.6808 0.8629  0.6519
H -0.0033 5.6395 4.7154  0.4508
H -1.4347 4.7899 6.5403  0.3972
H -3.1976 3.1394 6.0243  0.4785
H -4.5227 2.1805 4.5603  0.7168
H -4.1412 1.6583 1.5966  0.0495
H -4.7661 3.1925 2.1994  0.3261
H -5.6086 1.6818 2.5667  0.4563
H -2.6158 0.2172 3.2171  0.4747
H -4.2103 -0.1626 3.8291  0.4898
H -2.9269 0.3827 4.9265  0.3741

Properties
E: -81289.1480 eV
energy above the lowest of the compared OMol25 structures with the same formula, charge and spin: 10.4 kcal/mol
frontier orbital gap: 7.44 eV
net charge: +1

Entry from the Open Molecules 2025 dataset: a molecular structure, C44H68N5O6SSn (ωB97M-V/def2-TZVPD).

Each line ends with the Mulliken charge.
Atoms and positions in Å:
Sn 1.0643 -0.9501 0.7967  0.8319
C -1.3505 6.3361 -1.6301  -2.2590
C -1.5513 5.4169 -0.4259  2.1941
C -1.0358 6.1424 0.8243  -1.6711
C -3.0539 5.1461 -0.2691  -1.4091
C -0.8212 4.0852 -0.5899  -1.7870
C -0.8184 3.1617 0.4397  -0.1037
C -0.1888 1.9277 0.3126  -0.4677
N -0.1635 0.9757 1.3517  -0.3035
C -1.0299 0.8172 2.2777  -0.3484
C -2.3542 1.4058 2.3596  -0.8290
C -3.1767 1.0796 3.3640  0.1533
C -2.7289 0.1520 4.4112  -0.3794
C -1.5689 -0.5193 4.4195  0.2381
C -0.6335 -0.2159 3.3312  1.3882
O 0.4788 -0.7140 3.2410  -0.8333
C -1.2086 -1.5792 5.4515  1.9407
C 0.0603 -1.1785 6.2199  -1.6539
C -0.9961 -2.9239 4.7359  -1.5364
C -2.3363 -1.7584 6.4684  -2.1234
C -4.6224 1.5353 3.4449  1.7300
C -5.5243 0.2957 3.3306  -1.5982
C -4.8617 2.2343 4.7916  -1.7270
C -4.9793 2.5086 2.3245  -2.1381
C 0.5821 1.6105 -0.8264  0.5400
O 1.3151 0.4873 -0.8438  0.5516
C 0.5540 2.5303 -1.8986  -1.3302
C -0.1495 3.7205 -1.7497  -0.0518
C 1.3329 2.2644 -3.1886  2.9785
C 1.1678 3.3619 -4.2429  -2.5468
C 2.8274 2.2082 -2.8461  -1.1053
C 0.8236 0.9643 -3.8311  -1.4784
H -1.8801 7.2748 -1.4614  0.4386
H -1.7472 5.8982 -2.5481  0.3923
H -0.2963 6.5733 -1.7869  0.4398
H -1.5140 7.1195 0.9157  0.4628
H 0.0438 6.2933 0.7712  0.3615
H -1.2540 5.5856 1.7371  0.3011
H -3.5974 6.0810 -0.1176  0.5175
H -3.2525 4.5006 0.5886  0.1108
H -3.4558 4.6559 -1.1577  0.3190
H -1.2672 3.4240 1.3868  1.2489
H -2.7037 1.9946 1.5277  1.2157
H -3.4365 -0.0427 5.2041  0.3913
H 0.9169 -1.0628 5.5609  0.2036
H 0.2967 -1.9531 6.9518  0.4841
H -0.0958 -0.2437 6.7621  0.3643
H -0.1289 -2.8977 4.0793  0.2374
H -1.8751 -3.1895 4.1452  0.2223
H -0.8351 -3.7073 5.4790  0.5976
H -2.5373 -0.8384 7.0213  0.4060
H -2.0422 -2.5178 7.1932  0.4360
H -3.2629 -2.0940 5.9975  0.3697
H -5.3618 -0.4070 4.1485  0.3404
H -5.3408 -0.2325 2.3940  0.3234
H -6.5715 0.5997 3.3619  0.4460
H -4.6973 1.5719 5.6422  0.3167
H -5.8953 2.5791 4.8439  0.4891
H -4.2098 3.1023 4.9046  0.3685
H -4.9037 2.0429 1.3399  0.3724
H -4.3386 3.3925 2.3427  0.3474
H -6.0087 2.8445 2.4513  0.5062
H -0.1455 4.4164 -2.5730  0.6804
H 1.5441 4.3263 -3.8993  0.5495
H 0.1256 3.4824 -4.5425  0.4709
H 1.7393 3.0870 -5.1322  0.4374
H 3.1743 3.2006 -2.5507  0.5368
H 3.4234 1.8950 -3.7101  0.3597
H 3.0177 1.5591 -1.9962  -0.2310
H -0.1567 1.1433 -4.2777  0.7652
H 0.6979 0.1645 -3.1022  -0.2974
H 1.4891 0.6314 -4.6353  0.4539
N 3.0994 -1.0566 -2.5115  0.4053
C 3.9328 -1.3378 -1.2874  2.4821
C 5.0220 -0.3027 -1.0961  -1.0516
C 5.5310 -0.4490 0.3449  -0.1921
N 4.4505 -0.0117 1.2341  -0.3431
C 5.9787 -1.8941 0.5991  -1.3870
C 5.0374 -3.0128 0.1419  -0.0808
N 3.8779 -3.1340 1.0133  -0.2982
C 4.4986 -2.7381 -1.2764  -1.0018
H 2.5188 -0.2246 -2.3101  -1.1670
H 2.4422 -1.8242 -2.6947  0.0678
H 3.6502 -0.9011 -3.3549  0.5248
H 3.2101 -1.2035 -0.4943  -1.7404
H 4.6432 0.7092 -1.2408  0.2072
H 5.8382 -0.4625 -1.8095  0.4293
H 6.4234 0.1782 0.4542  0.4361
H 4.3788 0.9991 1.2295  0.2508
H 4.6062 -0.2956 2.1929  0.2442
H 6.2187 -2.0285 1.6579  0.3813
H 6.9233 -2.0244 0.0631  0.4361
H 5.6322 -3.9341 0.0960  0.3943
H 4.1220 -3.1847 1.9928  0.2420
H 3.3201 -3.9427 0.7696  0.1898
H 3.7245 -3.4764 -1.5055  0.2377
H 5.2965 -2.8347 -2.0203  0.3996
C -0.0272 -1.8676 -7.3246  -1.6754
C 0.1686 -2.5346 -5.9924  0.4973
C 0.5485 -3.8718 -5.9137  -0.7708
C 0.6682 -4.5081 -4.6880  -0.7060
C 0.4381 -3.7915 -3.5236  0.4604
C 0.0901 -2.4426 -3.5684  -0.1454
C -0.0553 -1.8340 -4.8075  -1.1849
S 0.5467 -4.6243 -1.9709  1.2324
O 1.1784 -5.8960 -2.1573  -0.8178
O 1.1342 -3.6707 -1.0601  -0.2978
N -1.0069 -4.9671 -1.5946  -0.2403
C -1.9441 -3.9595 -1.0813  -0.5886
C -1.8566 -3.6589 0.4233  -0.4652
C -1.5936 -2.2111 0.8008  0.1299
O -2.0304 -1.7444 1.8409  -0.4665
O -0.7719 -1.5845 -0.0001  -0.3982
H -1.0062 -2.1180 -7.7369  0.3492
H 0.7230 -2.1937 -8.0446  0.4049
H 0.0265 -0.7831 -7.2367  0.3367
H 0.7390 -4.4279 -6.8234  0.4298
H 0.9417 -5.5530 -4.6248  0.5539
H -0.0722 -1.8872 -2.6516  0.4397
H -0.3648 -0.7977 -4.8597  0.7294
H -1.0791 -5.9015 -1.2142  0.2844
H -2.9409 -4.3167 -1.3381  0.4864
H -1.7937 -3.0487 -1.6554  0.0672
H -1.0051 -4.2048 0.8406  0.2659
H -2.7411 -3.9957 0.9610  0.4008

Properties
E: -83131.8021 eV
energy above the lowest of the compared OMol25 structures with the same formula, charge and spin: 1.7 kcal/mol
frontier orbital gap: 6.40 eV
net charge: +1

Q: Which value of E does entry 1 give?
A: -157014.9293 eV

Q: What is the E in the first record?
A: -157014.9293 eV

Q: The highest frontier orbital gap belongs to which entry?
A: C44H67F21O26